{"formula": "C4H6IN", "method": "ωB97M-V/def2-TZVPD", "e_homo_ha": [-0.267, -0.294], "lumo_energy_ev": [-0.405, -0.100], "de_lowest_kcal_mol": 77.9, "gap_ha": [0.2518, 0.2903], "energy_ev": -13831.7797, "symbols": ["C", "C", "C", "C", "N", "I", "H", "H", "H", "H", "H", "H"], "xyz": [[2.0572, 0.3477, 0.8155], [-0.6012, -0.5155, -0.7969], [0.1783, 0.9317, -0.5597], [-1.6288, -0.9392, 0.1607], [1.2560, 0.9997, 0.0687], [-3.5164, -0.0192, 0.0906], [1.6977, -0.3568, 1.5539], [3.1054, 0.5837, 0.7921], [-1.0131, -0.4379, -1.8020], [0.2202, -1.2349, -0.7866], [-0.4225, 1.8096, -0.7109], [-1.3327, -1.1689, 1.1745]], "forces_ev_per_a": [[0.37, -0.57, 0.59], [0.80, 0.85, -0.57], [-2.56, -2.14, 0.31], [0.10, 1.28, 0.22], [0.85, 1.09, -0.32], [0.41, -0.27, -0.03], [-0.13, -0.23, 0.07], [0.27, 0.06, 0.02], [0.01, -0.11, -0.06], [0.04, -0.12, -0.06], [-0.08, 0.36, -0.25], [-0.08, -0.20, 0.08]], "lowdin_charge": [-0.03, -0.33, -0.10, -0.62, -0.05, 0.73, 0.07, 0.06, 0.08, 0.09, 0.10, 0.00]}